16
Properties=species:S:1:pos:R:3:forces:R:3:lowdin_charge:R:1 method="wB97M-V/def2-TZVPD" spin_multiplicity=3 e_lumo_ev="-3.149 / -6.550" e_above_lowest_kcal_mol=81.88 charge=+1
C 0.2296 -0.1222 -1.1800 1.8 1.3 4.9 -0.426
C 0.2390 -0.2790 0.3165 -1.8 -0.5 -1.2 -0.117
C -0.4838 0.7716 1.0894 1.5 -0.5 0.8 -0.015
C -1.2278 -0.3992 0.8853 2.0 -1.6 -0.1 -0.066
C 1.5826 0.2984 -1.6731 0.7 -2.2 1.8 -0.009
N -0.8339 -0.4317 -1.8134 -0.8 -0.6 -3.1 0.266
N -0.8674 -0.1416 2.3007 -2.1 1.4 -1.1 0.201
H 1.0954 -0.8883 0.6124 -0.3 0.3 1.0 0.157
H -0.5533 1.8155 1.1171 -0.3 1.3 0.1 0.150
H -2.1019 -0.8186 0.4561 -0.8 0.0 0.0 0.153
H 2.2026 -0.6433 -1.7395 -0.2 0.9 -0.5 0.112
H 1.9807 0.8204 -0.7806 0.1 0.2 -0.9 0.097
H 1.5998 0.8748 -2.5458 0.1 0.8 -1.2 0.066
H -0.9103 -0.3194 -2.8036 -1.4 -0.1 -0.6 0.113
H -0.3375 -0.7309 2.8686 2.0 -1.3 0.4 0.147
H -1.6140 0.1935 2.8900 -0.5 0.5 -0.2 0.171

---

20
Properties=species:S:1:pos:R:3:forces:R:3:lowdin_charge:R:1 method="wB97M-V/def2-TZVPD" smiles="CCCCC(=O)O.O" e_lumo_ev=0.778 e_above_lowest_kcal_mol=5.14
O -1.0708 -1.2921 0.7607 0.0 0.2 0.0 0.106
C -1.4762 -0.2134 0.4095 -0.2 -0.2 0.0 -0.532
O -2.7929 0.0272 0.2221 -0.3 0.0 0.2 0.095
C -0.6289 0.9685 0.0451 0.0 -0.3 0.2 -0.106
C -0.3476 0.9494 -1.4643 0.4 0.3 -0.2 -0.192
C 0.8238 0.0506 -1.8919 -0.4 -0.6 0.6 -0.246
C 2.0589 0.1712 -0.9957 -0.5 0.7 -0.1 -0.105
H -3.2895 -0.7572 0.5124 0.2 0.1 -0.2 0.128
H 0.2771 0.8632 0.6261 0.3 0.0 0.0 0.100
H -1.0653 1.9124 0.3690 -0.4 -0.1 -0.2 0.124
H -1.2362 0.6583 -2.0267 -0.1 0.0 0.1 0.114
H -0.1548 1.9734 -1.7608 0.2 0.3 -0.1 0.105
H 0.4352 -0.9734 -1.8329 0.3 0.0 -0.2 0.106
H 1.0840 0.2563 -2.9251 -0.1 0.0 -0.2 0.100
H 2.1795 1.2378 -0.7700 0.3 -0.1 0.1 0.083
H 2.9665 -0.1801 -1.4750 0.1 -0.1 -0.1 0.069
H 1.9115 -0.3436 -0.0487 0.1 0.0 -0.1 0.041
H 2.9794 -0.2816 3.1164 -0.3 0.0 -0.2 0.041
H 2.8428 -1.1533 1.8793 -0.1 0.0 0.0 0.032
O 2.3517 -0.5252 2.4196 0.4 0.1 0.3 -0.061